No. 1
The following is a quantum chemistry calculation of 2 unconnected molecules or ions with the total composition C23H53BNO5S, from the OMol25 dataset.

Last column: Löwdin charge in e.
Positions of all 84 atoms, in Å:
H  9.969578  -1.011118  -0.972702  0.102
H  -8.853850  -0.756726  -1.826846  0.105
H  -9.856863  1.888842  0.275390  0.135
C  5.166462  0.332471  1.376308  -0.207
C  -9.142371  0.237748  -1.504591  0.009
H  -6.200210  -1.264987  -0.688981  0.082
H  -0.354339  -1.128415  1.835308  0.123
H  5.143995  -0.123592  -1.643079  0.080
O  -0.281912  -0.517134  1.088789  0.147
B  -1.254150  -0.596997  0.125320  -0.699
H  4.803345  3.501044  -0.041314  0.110
H  6.225280  2.192219  1.423039  0.117
C  7.993478  -0.717996  -0.175590  -0.227
H  9.154025  -2.487050  -0.507586  0.108
H  -8.267338  -1.344920  0.223337  0.136
N  -8.278810  0.663891  -0.355370  -0.269
C  -6.240633  -0.463875  -1.423253  -0.047
C  6.345529  -0.531973  1.830450  -0.200
H  -5.867900  -0.117254  3.719791  0.097
O  -0.967180  -1.259730  -1.078512  -0.155
H  -6.257217  1.158590  -0.019265  0.109
C  -2.643765  0.126871  0.210535  0.020
O  0.992822  -2.678216  -1.657248  -0.331
C  -8.798462  2.030728  0.056934  -0.151
C  3.260980  -1.893881  -1.725715  -0.160
H  -9.519061  -0.363274  0.979523  0.146
H  -8.454283  2.416821  2.176222  0.076
H  7.388381  -2.298060  1.163614  0.103
H  7.619231  -0.621467  -1.198721  0.099
H  6.195723  1.446777  -0.157661  0.097
H  5.077411  0.234069  -3.349773  0.111
H  6.044649  -1.163527  2.668639  0.106
H  3.115672  0.982835  -0.368719  0.089
H  2.252363  -2.779453  -0.014300  0.128
H  -2.647723  0.944356  -0.519463  0.080
H  -5.211608  -0.227046  -1.693323  0.088
H  6.117654  -1.770847  0.095266  0.087
H  4.506852  0.549828  2.223343  0.116
C  4.495353  0.281530  -2.427286  -0.196
H  -6.896238  1.582903  -1.612576  0.139
H  1.678730  -1.157708  -0.435341  0.105
C  3.232214  -0.591926  -2.550191  -0.176
C  9.332000  -1.449953  -0.201771  -0.270
C  4.409142  2.551310  0.332128  -0.210
H  -8.728177  2.627398  -0.851868  0.131
C  -7.641217  -0.327673  1.989683  -0.201
H  -3.460250  -0.545308  -0.064223  0.055
H  3.054295  -0.829197  -3.599900  0.112
H  5.124300  2.308894  -2.111639  0.108
H  -7.021891  2.675820  1.166380  0.081
C  6.940922  -1.404928  0.719098  -0.195
H  11.133587  -1.555569  1.016744  0.068
H  2.612957  2.579651  -0.845489  0.107
C  2.055689  -2.097018  -0.841138  -0.194
S  -0.479237  -2.830058  -1.126497  0.963
H  -7.989968  -1.187923  2.577037  0.146
C  -6.847994  0.800440  -0.853648  -0.153
H  9.893697  -0.490115  1.668692  0.072
C  -5.404797  -0.010495  2.737025  -0.066
H  3.820203  2.791027  1.224251  0.109
C  -8.107186  2.748373  1.202291  -0.042
H  -6.738368  -0.806068  -2.328701  0.083
H  8.165108  0.302898  0.181862  0.101
H  7.131742  0.128357  2.216524  0.108
C  3.494621  1.942767  -0.734315  -0.205
H  9.721313  -2.233864  1.807437  0.067
H  4.145638  -1.917761  -1.083634  0.091
H  -2.827928  0.559006  1.193236  0.054
C  5.579366  1.650817  0.724689  -0.212
H  2.363180  -0.005983  -2.234936  0.104
C  -8.461109  -0.392880  0.714489  -0.070
C  4.188687  1.742778  -2.094653  -0.200
H  3.348651  -2.759471  -2.386147  0.122
H  -7.849719  0.564791  2.579807  0.107
H  4.566562  -0.248320  0.668261  0.084
H  -9.014806  0.944624  -2.320913  0.119
H  -4.514087  -0.632595  2.699383  0.091
O  -6.275442  -0.441210  1.696098  -0.203
C  10.057004  -1.434837  1.143718  -0.110
O  -0.478860  -3.254149  0.268062  -0.396
H  -8.359802  3.804661  1.114250  0.098
H  3.572056  2.164061  -2.894711  0.109
H  -5.115626  1.033888  2.589009  0.092
H  -10.180070  0.229461  -1.180370  0.115

Cartesian forces, eV/Å:
-0.01 0.06 0.04
0.00 0.00 0.01
0.01 0.01 0.01
-0.08 0.04 -0.02
0.01 0.00 0.01
0.01 0.00 0.00
0.11 0.20 -0.20
-0.02 0.01 -0.02
-0.22 -0.23 0.19
0.33 -0.09 -0.16
-0.02 0.01 0.00
0.01 0.01 -0.02
-0.06 0.08 0.02
0.08 0.04 -0.04
0.02 0.01 0.01
0.00 0.00 0.01
-0.01 0.02 0.01
0.16 0.12 -0.02
-0.01 -0.05 -0.01
-0.16 0.11 0.08
0.00 -0.05 0.01
0.00 0.16 0.00
0.23 0.12 -0.12
-0.02 -0.04 -0.02
0.12 0.00 -0.18
0.01 -0.01 -0.01
0.00 0.01 -0.01
0.02 0.05 0.03
-0.01 0.00 0.01
-0.02 0.02 0.02
0.01 0.00 0.00
-0.10 -0.04 -0.06
-0.04 0.03 -0.02
-0.02 -0.05 -0.07
-0.02 -0.02 0.00
-0.01 -0.01 -0.01
0.05 -0.06 0.04
0.05 0.03 0.02
0.05 -0.04 0.12
0.00 0.00 0.01
0.07 0.04 0.07
-0.09 -0.02 0.00
-0.04 -0.14 -0.06
-0.02 -0.09 -0.02
0.00 0.00 0.00
-0.03 0.06 -0.01
0.03 -0.02 0.04
-0.02 0.01 0.00
-0.01 0.04 0.00
0.00 0.01 -0.01
-0.01 -0.02 -0.05
-0.03 -0.05 0.00
0.06 0.02 -0.02
-0.18 -0.02 0.22
-0.33 -0.21 0.23
0.04 0.03 0.07
-0.02 0.05 -0.01
0.04 0.02 -0.05
0.02 -0.05 0.09
0.02 -0.05 -0.01
0.01 0.01 -0.02
0.00 -0.01 0.00
0.01 -0.03 -0.02
-0.02 -0.09 0.09
0.01 0.04 0.03
-0.06 0.04 -0.02
-0.04 0.07 0.01
-0.02 0.00 0.00
0.07 -0.01 -0.02
0.02 0.00 0.00
-0.01 -0.01 -0.01
-0.06 0.02 -0.09
0.03 -0.05 0.09
-0.01 0.02 -0.04
-0.06 -0.04 0.06
0.01 0.00 0.01
0.00 0.02 -0.01
0.05 -0.06 -0.11
0.05 0.01 0.09
0.14 0.02 -0.22
0.00 0.00 0.02
0.00 -0.04 0.02
-0.05 0.01 0.02
0.01 0.01 0.01

Summary:
E_LUMO, eV: -2.37
Highest occupied orbital energy, eV: -11.8
Total charge: +1
2S+1: 1
Kohn-Sham gap, eV: 9.4

---

No. 2
The following is a quantum chemistry calculation of a molecular structure, C10H22BrClN3O4P2 at a distorted geometry, from the OMol25 dataset.

Last column: Löwdin charge in e.
Positions of all 43 atoms, in Å:
C  -4.043184  0.264202  0.354647  -0.290
H  -1.088947  -1.812631  -2.568519  0.141
Cl  -2.631993  -3.576787  0.639531  0.559
O  2.789425  2.044092  -0.455476  -0.292
H  -5.886947  1.258071  0.636963  0.165
N  -2.520923  0.178031  0.118624  -0.407
H  0.645019  -1.502517  1.883939  0.015
N  -4.373303  -1.236687  0.469337  0.016
C  -0.929622  -1.368850  -1.475307  -0.142
H  0.296453  0.102879  -2.791589  0.127
H  4.485473  3.327407  -0.636490  0.144
H  1.604927  -1.690161  -0.630257  0.083
C  -3.379019  -2.144393  -0.281533  -0.594
P  2.213073  0.612694  0.349703  0.785
C  2.830269  -0.889156  2.473156  -0.250
Br  -2.017064  -0.255420  1.913897  0.888
C  4.251325  2.184525  -0.379069  -0.278
C  -2.405446  -0.961589  -0.880033  -0.339
H  4.620664  1.981270  0.712350  0.125
H  2.437866  -0.023618  3.193727  0.136
H  -0.499130  -2.265032  -0.830477  0.104
H  -3.854201  -2.691496  -1.224995  0.143
P  -4.210239  3.031427  0.321346  0.799
H  -2.757013  2.902633  0.386131  0.053
H  -5.292654  -1.428090  0.014888  0.138
H  2.394842  -0.524141  -1.906664  0.103
O  -4.827460  3.865078  1.519512  -0.440
H  3.672180  -1.449827  3.106909  0.141
O  1.010397  1.094971  1.305223  -0.426
H  -4.537270  3.576654  -0.968239  0.035
N  -4.861218  1.362395  0.453608  -0.015
O  3.416694  -0.274372  1.240790  -0.310
C  1.665600  -2.001774  2.164296  -0.127
C  0.117416  -0.116295  -1.631801  -0.206
H  -0.277740  0.905815  -1.169622  0.116
H  1.487277  -2.652420  3.145993  0.101
H  1.931462  -2.756125  1.291570  0.087
C  4.898162  1.212617  -1.530157  -0.106
H  -2.985346  -0.643488  -1.856953  0.168
C  1.578899  -0.587749  -1.037751  -0.215
H  4.945079  0.113196  -1.103101  0.083
H  4.146890  1.217791  -2.451340  0.091
H  5.939323  1.616872  -1.886771  0.090

Cartesian forces, eV/Å:
1.06 -4.15 -0.29
0.00 0.87 2.48
-0.78 1.97 -0.57
0.53 -3.36 2.10
1.23 -0.06 -0.05
-2.61 1.01 -0.48
2.02 -0.79 0.54
-1.49 2.42 -2.32
-0.14 -0.43 0.09
-0.57 -0.54 2.59
-0.65 -2.59 0.57
-0.19 2.35 -0.70
0.48 0.96 -1.99
-3.56 1.75 2.69
-0.56 -0.65 1.83
0.51 0.33 -0.27
1.36 0.95 -0.95
-0.10 -1.20 -1.29
-0.57 0.23 -2.19
0.62 -1.95 -1.84
-0.78 2.10 -1.19
0.58 1.36 2.35
-1.27 3.97 4.86
-1.27 -0.46 -0.29
0.52 0.21 1.13
-1.77 -0.20 1.91
1.99 -3.12 -4.41
-1.42 1.40 -1.99
4.17 -1.95 -3.49
0.07 -0.89 0.49
2.43 -2.80 -0.77
-2.42 1.13 -0.80
-0.34 -0.28 0.28
0.46 0.03 -0.61
0.92 -2.44 -0.66
0.47 1.47 -2.10
-0.20 1.61 1.89
-0.58 0.17 0.29
0.84 -0.08 2.12
1.16 0.40 -0.75
0.18 2.19 -0.97
1.68 0.09 1.94
-1.99 -1.03 0.81

Summary:
E_LUMO, eV: -4.98
Highest occupied orbital energy, eV: -12.4
Total charge: +1
2S+1: 1
Kohn-Sham gap, eV: 7.4

---

No. 3
The following is a quantum chemistry calculation of C4H11N2O3P in the gas phase at a distorted geometry, from the OMol25 dataset.

Last column: Löwdin charge in e.
Positions of all 21 atoms, in Å:
H  2.457001  -0.185400  2.222647  0.051
H  -1.965141  1.361448  -0.309825  0.036
P  0.153230  2.253485  -0.014727  0.531
C  1.238148  -1.784124  1.694128  -0.163
H  3.092348  -1.655273  2.679484  0.072
O  0.540920  3.718305  -0.529956  -0.175
H  1.377967  -2.838861  1.359998  0.129
C  0.575611  0.811559  -1.115838  -0.185
H  1.280896  1.157531  -1.831383  0.087
N  1.162298  -0.271030  -0.306047  0.026
H  1.036497  3.931790  0.282267  0.066
H  -0.342579  0.539129  -1.593075  0.080
C  -1.592639  2.172519  0.303031  -0.146
O  -0.783216  -1.122600  0.514470  0.029
H  -2.168726  3.074227  0.119905  0.056
H  0.583543  -1.786963  2.595268  0.120
C  0.443482  -1.017266  0.616265  -0.463
H  -1.695488  1.863342  1.368049  0.080
O  1.013761  2.306440  1.183072  -0.342
H  2.157324  -0.269019  -0.113895  0.117
N  2.547478  -1.146524  1.988876  -0.006

Cartesian forces, eV/Å:
-0.20 0.76 0.47
-0.45 -0.16 0.01
0.78 0.50 1.03
0.21 0.51 0.58
-0.30 0.24 -0.19
-0.80 0.40 -1.93
-0.05 0.80 0.18
0.07 0.14 1.59
0.66 0.08 -0.70
-0.17 -0.24 0.61
0.30 0.47 -0.26
-0.33 -0.64 -0.40
-0.46 -0.59 0.52
1.35 0.31 0.52
0.21 0.15 -0.04
0.15 -0.17 -0.69
-1.12 0.02 -1.25
0.05 0.22 -0.72
0.48 -1.78 1.86
-0.10 0.39 -0.12
-0.28 -1.42 -1.03

Summary:
E_LUMO, eV: 0.77
SMILES string: C[P@](=O)(O)CNC(=O)CN
Highest occupied orbital energy, eV: -9.7
Total charge: 0
2S+1: 1
Kohn-Sham gap, eV: 10.5
Relative energy (zero: lowest compared OMol25 entry of this formula, charge and spin), eV: 0.000

---

No. 4
The following is a quantum chemistry calculation of C10H8 in the gas phase at a distorted geometry, from the OMol25 dataset.

Last column: Löwdin charge in e.
Positions of all 18 atoms, in Å:
C  -1.753625  -0.136566  -0.005950  -0.166
C  -2.533456  0.851786  0.381180  0.012
H  2.359338  1.573965  1.529303  0.113
H  -3.461637  -1.018315  1.057633  0.103
C  1.226035  1.755254  -0.410015  0.027
C  1.797659  -1.275841  -0.366233  -0.092
C  2.490529  -0.204201  0.152285  -0.073
C  -3.270421  -0.432508  0.094854  -0.061
C  0.378116  -1.401658  -0.477493  0.010
H  -2.777172  1.845052  0.614429  0.088
H  0.058159  -2.328553  -0.941514  0.114
C  1.874259  1.012801  0.728405  -0.129
C  0.377968  0.867606  0.022284  -0.064
H  2.353592  -2.093581  -0.732783  0.082
H  1.672800  2.174912  -1.264211  0.097
H  -3.842910  -0.496213  -0.768772  0.050
H  3.440472  -0.429201  0.581984  0.087
C  -0.389706  -0.264740  -0.195386  -0.198

Cartesian forces, eV/Å:
-3.57 2.39 0.58
-0.02 -2.05 -1.01
-0.77 -0.42 0.37
-0.68 0.43 -1.80
-0.76 -1.17 1.25
-0.47 1.25 -0.37
-0.38 0.10 2.58
2.61 -0.47 3.45
0.52 1.71 -0.33
0.17 0.98 0.39
-0.69 0.13 0.54
0.10 -1.54 -2.87
1.86 2.73 0.28
0.72 -0.90 -0.06
-0.18 0.71 -0.99
-1.14 -0.59 -1.31
1.12 -0.26 -0.36
1.56 -3.02 -0.34

Summary:
E_LUMO, eV: 0.09
SMILES string: C1=C[C@H]2C=C2C(C2=CC2)=C1
Highest occupied orbital energy, eV: -7.8
Total charge: 0
2S+1: 1
Kohn-Sham gap, eV: 7.9
Relative energy (zero: lowest compared OMol25 entry of this formula, charge and spin), eV: 5.587

---

No. 5
The following is a quantum chemistry calculation of 2 unconnected molecules or ions with the total composition C5H6N at a distorted geometry, from the OMol25 dataset.

Last column: Löwdin charge in e.
Positions of all 12 atoms, in Å:
C  1.752957  -1.378630  -0.108196  0.177
C  -3.261316  0.006126  0.166162  0.170
H  0.197820  0.917350  -1.636468  0.114
H  1.457495  1.778562  0.281890  0.128
N  0.993624  -0.377291  -0.224604  -0.063
C  -2.118853  -0.050251  -0.151205  0.138
H  2.465783  -1.448073  0.685217  0.113
C  0.774207  0.953078  0.393741  -0.010
H  1.535643  -2.289777  -0.640312  0.115
H  0.221254  1.014344  1.301008  0.108
H  -4.072919  0.471613  0.692682  0.077
C  0.054303  0.402947  -0.759910  -0.067

Cartesian forces, eV/Å:
-0.07 -1.96 0.19
-6.93 1.54 2.71
-0.55 0.24 -2.66
0.63 -0.28 -0.39
0.44 1.92 1.19
7.36 -1.32 -2.57
0.34 0.38 0.36
-0.60 -0.06 0.05
0.09 0.06 -0.64
-0.15 -0.58 0.89
-0.44 -0.43 -0.25
-0.12 0.50 1.12

Summary:
E_LUMO (alpha / beta), eV: -4.17 / -8.09
⟨S²⟩: 2.028
Highest occupied orbital energy (alpha / beta), eV: -12.6 / -16.0
Total charge: +1
2S+1: 3
Kohn-Sham gap (alpha / beta), eV: 8.4 / 7.9
Relative energy (zero: lowest compared OMol25 entry of this formula, charge and spin), eV: 6.051

---

No. 6
The following is a quantum chemistry calculation of 6 unconnected molecules or ions with the total composition C6H21NO6 at a distorted geometry, from the OMol25 dataset.

Last column: Löwdin charge in e.
Positions of all 34 atoms, in Å:
C  -1.835353  0.851917  0.852388  -0.144
H  0.585081  -1.477804  -3.430808  0.045
H  3.000712  -1.290678  -0.189445  0.001
H  2.050472  1.880995  -0.381336  0.016
H  -1.296580  -0.780240  -1.633709  0.076
H  -2.358934  1.691989  1.304690  0.124
H  1.120563  1.719867  2.043549  0.044
H  -2.765827  -1.733628  -1.136333  0.083
C  -3.723849  0.683383  -0.671004  0.031
H  -1.264744  -1.515854  -0.116300  0.052
C  -2.536202  0.195502  -0.299342  -0.353
C  -0.387006  1.289576  0.646066  -0.360
H  -4.220788  0.445032  -1.609840  0.057
O  0.152271  2.480293  -1.276059  0.019
H  0.000801  -2.649829  2.451245  0.047
O  2.465558  2.185004  0.435780  -0.053
C  -1.961724  -1.079631  -0.827701  -0.038
O  1.507395  -1.224646  -3.357917  -0.040
H  2.659076  3.121198  0.343502  0.054
O  -0.201950  -2.019215  1.755039  -0.047
H  0.327477  0.543215  0.310471  0.117
H  1.816336  -0.854103  -4.185437  0.049
H  -4.395388  1.238438  -0.024270  0.058
O  3.047958  -2.672976  1.629347  -0.058
H  -1.756257  0.048276  1.599188  0.111
H  0.612154  -1.561959  1.509276  0.026
O  2.303538  -0.928990  -0.732570  -0.053
C  -0.368596  2.532920  -0.169751  -0.205
H  2.338233  -3.288220  1.380733  0.044
H  2.563101  -0.947745  -1.662151  0.013
H  3.547332  -2.885850  0.823007  0.043
H  -0.972068  3.439053  -0.021393  0.140
N  0.111437  1.663318  2.014604  0.044
H  -0.164229  0.901395  2.626482  0.059

Cartesian forces, eV/Å:
0.33 -1.49 0.68
-0.03 0.14 -0.22
0.27 0.14 0.05
0.09 0.21 -0.11
0.01 -0.38 -0.69
-0.27 -0.01 -0.19
0.05 0.05 -0.37
0.22 -0.29 -0.18
-0.57 -0.33 -0.48
-0.47 -0.29 0.22
-1.06 0.90 0.62
0.63 0.96 2.67
0.09 -0.79 0.19
0.20 0.42 0.42
0.22 0.15 0.04
0.42 -0.19 0.29
0.89 1.18 -0.52
0.49 -0.11 0.29
-0.10 -0.02 -0.26
-0.14 0.03 -0.09
-0.48 -0.14 -1.10
-0.36 0.00 -0.25
0.74 0.90 0.01
-0.21 -0.93 -1.25
-0.03 0.26 0.26
0.14 -0.18 0.16
-0.43 0.20 0.10
0.12 -0.78 -3.13
-0.51 0.26 0.82
-0.16 -0.15 0.07
0.78 0.48 0.45
-0.03 -0.14 1.18
-0.85 -0.23 0.12
0.02 0.16 0.18

Summary:
E_LUMO, eV: 0.26
SMILES string: C=C(C)C[C@H](N)C=O.O.O.O.O.O
Highest occupied orbital energy, eV: -8.6
Total charge: 0
2S+1: 1
Kohn-Sham gap, eV: 8.9
Relative energy (zero: lowest compared OMol25 entry of this formula, charge and spin), eV: 2.975